1.
58
Properties=species:S:1:pos:R:3:forces:R:3 method="wB97M-V/def2-TZVPD" charge=-2 homo_energy_ha=-0.067 homo_lumo_gap_ev=5.318 relative_energy_ev=1.334
Rb -0.0347 0.2142 -0.6711 0.1 0.2 0.6
I -5.2807 -4.1380 5.0483 0.2 0.1 -0.2
C -3.9378 -3.0914 3.7841 -0.3 -0.2 0.2
C -4.4425 -2.2674 2.7855 0.1 -0.1 0.0
C -3.5421 -1.6061 1.9823 -0.2 0.3 -0.4
I -4.2028 -0.3450 0.4169 0.0 -0.2 0.3
C -2.1153 -1.7141 2.0835 -0.1 0.0 0.0
O -1.3350 -1.1174 1.3104 0.0 -0.2 -0.1
C -1.6720 -2.5797 3.1498 0.1 -0.1 0.1
C -0.1880 -2.7726 3.2929 0.0 0.1 -0.1
N 0.4968 -1.5147 3.5283 0.0 -0.1 0.2
C 1.9402 -1.5459 3.4343 -0.1 0.0 0.0
C 2.4364 -0.1297 3.3038 0.0 0.1 0.0
C 2.8621 0.5952 4.4096 0.1 -0.1 0.1
C 3.1735 1.9391 4.2514 0.0 0.1 -0.1
C 3.0253 2.5118 2.9992 0.1 -0.2 0.6
C 2.5972 1.7109 1.9471 0.3 0.0 1.2
N 2.3280 0.4158 2.0908 -0.1 -0.3 0.2
C -2.5671 -3.2472 3.9610 0.0 0.1 0.0
H -5.5067 -2.1543 2.6323 0.0 0.0 0.0
H 0.1940 -3.1621 2.3416 0.1 0.0 0.0
H 0.0187 -3.5298 4.0727 0.0 0.0 -0.1
H 0.1737 -1.0663 4.3760 0.0 0.0 0.0
H 2.1880 -2.0739 2.5122 0.1 0.0 0.0
H 2.4381 -2.0604 4.2784 0.0 0.0 0.0
H 2.9347 0.1174 5.3800 0.0 0.0 0.0
H 3.5048 2.5305 5.0969 0.0 0.0 0.1
H 3.2171 3.5644 2.8400 0.0 0.0 -0.1
H 2.4124 2.1319 0.9648 0.6 -0.1 0.5
H -2.1937 -3.8888 4.7520 0.0 0.0 0.0
O 3.0456 3.8515 -1.6112 -0.2 -0.3 0.2
C 2.0393 3.2117 -1.2532 0.0 0.7 -0.7
O 1.9448 2.3258 -0.3671 -0.8 0.3 -2.1
C 0.7254 3.5529 -1.9815 0.2 0.0 0.2
C 0.7322 3.8082 -3.3475 0.0 0.0 0.0
C -0.4459 4.1090 -4.0146 0.0 0.0 0.0
C -1.6401 4.1937 -3.3121 -0.1 0.0 0.0
C -1.6539 3.9655 -1.9431 0.0 0.0 0.0
C -0.4772 3.6317 -1.2859 0.1 0.0 0.0
H 1.6762 3.7595 -3.8750 0.0 0.0 0.0
H -0.4386 4.2748 -5.0861 0.0 0.0 0.0
H -2.5644 4.4205 -3.8315 0.0 0.0 0.0
H -2.5858 4.0366 -1.3943 0.0 0.0 0.0
H -0.4737 3.4389 -0.2189 0.0 0.0 0.0
C -0.6947 -1.2273 -5.3118 0.0 0.0 0.2
C -0.0788 -1.4039 -3.8902 0.2 -0.4 -0.5
C 1.4687 -1.3288 -4.0604 -0.2 0.1 0.1
C -0.4163 -2.8553 -3.4337 0.0 0.2 -0.1
O -0.5278 -0.4906 -3.0145 -0.1 -0.2 -0.5
H -0.2802 -1.9383 -6.0379 0.0 0.0 0.0
H -0.5063 -0.2069 -5.6546 0.0 0.0 0.0
H -1.7768 -1.3739 -5.2501 0.0 0.0 0.0
H 1.8445 -2.0248 -4.8203 0.1 0.0 0.0
H 1.9431 -1.5531 -3.1002 0.0 0.0 0.0
H 1.7433 -0.3085 -4.3390 0.0 0.0 0.0
H 0.0286 -3.6196 -4.0838 0.0 0.0 0.0
H -1.5018 -2.9840 -3.4243 0.0 0.0 0.0
H -0.0521 -2.9916 -2.4123 0.0 -0.1 0.0

2.
62
Properties=species:S:1:pos:R:3:forces:R:3 method="wB97M-V/def2-TZVPD" homo_energy_ha=-0.330 homo_lumo_gap_ev=7.867
C -1.4059 0.9644 -1.4691 -0.3 -0.3 0.0
C -1.2675 1.8380 -2.8470 -0.4 0.2 0.3
I 0.8130 1.4739 -3.5702 -0.7 0.1 0.6
C -2.2422 1.3681 -4.0767 0.5 -0.2 0.8
I -1.6791 2.6703 -5.8010 -0.6 -0.5 0.6
C -3.8455 1.5922 -3.8277 -0.2 1.8 -0.6
C -4.2298 2.5312 -2.5398 -1.5 -0.1 0.1
O -4.6391 0.3290 -3.7925 2.6 -1.5 2.4
C -4.0551 -0.6450 -2.8592 -1.4 -0.1 5.7
O -4.3819 -0.7444 -1.5640 1.7 0.9 -8.4
H -2.3703 1.2227 -0.8476 1.8 -0.4 -1.4
H -1.4727 -0.1824 -1.7630 0.3 2.4 0.7
H -0.4906 1.1234 -0.7517 -1.7 -0.3 -1.6
H -1.3177 3.0118 -2.6900 0.1 -2.7 -0.2
H -1.9365 0.2854 -4.4160 -0.8 2.2 0.7
H -4.2508 2.1736 -4.7889 0.8 -1.7 2.2
H -4.4429 1.8644 -1.5747 0.8 1.5 -2.1
H -3.5021 3.4246 -2.3369 -1.2 -1.9 -0.4
H -5.2852 3.0268 -2.7969 2.3 -1.1 0.5
H -3.2192 -1.4080 -3.2394 -2.0 1.8 0.3
C -1.4925 -2.1932 0.5714 0.1 0.0 0.0
C -1.0567 -2.2117 1.8973 0.3 -0.2 -0.3
C 0.1899 -2.7534 2.2167 0.0 0.0 -0.1
C 0.9975 -3.2721 1.1952 -0.9 0.4 -0.2
C 0.5592 -3.2618 -0.1357 0.0 0.0 0.0
C -0.6906 -2.7199 -0.4425 0.2 0.0 0.5
N 2.3197 -3.8199 1.5212 1.0 -0.4 0.3
O 2.6635 -3.8284 2.7126 -0.4 0.0 -1.7
O 3.0178 -4.2384 0.5866 -0.9 0.5 1.4
H -2.4628 -1.7646 0.3265 0.2 -0.1 0.0
H -1.6880 -1.8006 2.6821 0.2 -0.1 -0.1
H 0.5151 -2.7604 3.2547 0.1 -0.1 -0.3
H 1.1736 -3.6655 -0.9377 0.0 0.1 0.4
H -1.0385 -2.7045 -1.4730 0.1 0.0 0.2
C 4.9693 -5.9479 3.2455 0.1 -0.1 0.0
C 5.1911 -7.2257 3.7614 0.3 0.4 0.2
C 6.1057 -7.4122 4.7997 0.0 0.1 0.0
C 6.7925 -6.3062 5.3193 -0.6 0.1 -0.7
C 6.5775 -5.0235 4.7980 0.0 -0.1 0.0
C 5.6624 -4.8498 3.7578 0.1 -0.4 0.2
N 7.7364 -6.4920 6.4279 0.8 -0.2 1.0
O 7.9133 -7.6449 6.8487 -0.2 1.7 -0.6
O 8.2990 -5.4854 6.8821 -0.8 -1.5 -0.6
H 4.2510 -5.8067 2.4397 0.2 0.0 0.2
H 4.6482 -8.0768 3.3558 0.2 0.2 0.1
H 6.2673 -8.4143 5.1908 0.1 0.3 0.1
H 7.1073 -4.1571 5.1885 0.0 -0.4 0.0
H 5.4862 -3.8576 3.3484 0.0 -0.2 0.1
C -3.5328 8.7366 -2.1790 0.1 -0.1 0.0
C -3.5838 8.3691 -0.8335 0.2 -0.2 -0.2
C -2.8234 7.2926 -0.3726 0.0 0.0 -0.1
C -2.0081 6.5908 -1.2712 -0.6 0.8 -0.3
C -1.9609 6.9526 -2.6241 0.0 0.0 0.0
C -2.7280 8.0292 -3.0737 0.0 -0.1 0.4
N -1.1870 5.4743 -0.7878 0.6 -0.9 0.7
O -1.2709 5.1728 0.4121 0.1 0.4 -1.9
O -0.4540 4.9000 -1.6058 -1.0 0.7 1.1
H -4.1231 9.5802 -2.5325 0.1 -0.2 0.1
H -4.2146 8.9244 -0.1425 0.2 -0.2 -0.1
H -2.8742 7.0189 0.6790 0.2 -0.1 -0.3
H -1.3363 6.4135 -3.3333 -0.1 0.0 0.3
H -2.6958 8.3198 -4.1215 0.0 -0.1 0.2

3.
60
Properties=species:S:1:pos:R:3:forces:R:3 method="wB97M-V/def2-TZVPD" charge=-1 multiplicity=6 homo_energy_ha="-0.140 / -0.187" homo_lumo_gap_ev="5.687 / 6.502" relative_energy_ev=0.598
Ru -0.1268 0.4366 -1.1943 -1.9 0.9 0.1
C -2.5161 -1.2483 2.5540 0.0 0.1 0.0
C -1.0485 -1.5386 2.4621 0.0 0.2 -0.2
N -0.5386 -2.4659 3.2148 0.4 -0.3 0.1
C 0.7990 -2.7342 3.1248 -0.4 -0.1 0.2
C 1.6464 -2.1025 2.2723 0.1 0.2 -0.1
C 3.1064 -2.4549 2.3061 0.0 0.1 0.0
O 3.9221 -1.3849 2.8076 0.0 -0.1 0.0
C 1.1314 -1.0710 1.4323 0.0 -0.1 0.0
C 2.0421 -0.3743 0.5753 0.2 -0.4 0.1
N 1.7699 0.5913 -0.2404 1.1 0.9 0.3
C 2.8707 1.2917 -0.8016 -0.1 -0.3 -0.2
C 4.0357 1.4567 -0.0465 0.1 0.0 0.1
C 5.1738 2.0465 -0.5694 0.0 0.0 0.1
C 5.1801 2.5179 -1.8711 0.0 0.0 0.0
C 4.0188 2.4294 -2.6206 0.0 0.0 0.1
C 2.8754 1.8419 -2.0944 -0.2 0.0 -0.1
I 1.2001 1.8847 -3.3670 0.6 0.0 -0.3
C -0.2480 -0.7632 1.5270 0.0 0.1 0.0
O -0.8189 0.1550 0.8395 0.2 -0.4 0.0
H -3.0392 -2.1459 2.8783 0.0 0.0 0.0
H -2.9040 -0.9050 1.5970 0.0 0.0 0.0
H -2.7000 -0.4539 3.2843 0.0 0.0 0.0
H 1.1733 -3.5111 3.7827 -0.1 0.0 0.0
H 3.4936 -2.6767 1.3118 0.0 0.0 0.0
H 3.2381 -3.3491 2.9169 0.0 -0.1 0.1
H 3.4791 -1.0344 3.5878 0.0 0.0 0.0
H 3.0735 -0.7191 0.5864 0.0 0.0 0.2
H 4.0307 1.1287 0.9854 0.0 0.0 0.0
H 6.0556 2.1408 0.0533 0.0 0.0 0.0
H 6.0699 2.9614 -2.3005 0.0 0.0 0.0
H 3.9923 2.8211 -3.6294 0.0 0.0 0.0
O -3.8388 -1.1735 -2.2995 -0.2 0.0 0.0
C -2.6917 -1.0713 -1.9093 0.5 0.4 -0.1
O -1.9858 0.0287 -2.0051 -0.7 -0.5 0.1
C -2.0254 -2.2468 -1.2246 0.1 0.0 0.0
C -2.8662 -3.0659 -0.4674 0.1 0.0 0.0
C -2.3764 -4.1337 0.2627 0.0 0.0 0.0
C -1.0149 -4.4146 0.2177 0.0 0.0 -0.1
C -0.1744 -3.6385 -0.5603 -0.1 0.0 0.0
C -0.6508 -2.5408 -1.2947 0.0 0.0 -0.1
S 0.5325 -1.6681 -2.3088 0.0 -0.2 0.0
H -3.9225 -2.8251 -0.4634 0.0 0.0 0.0
H -3.0452 -4.7360 0.8681 0.0 0.0 0.0
H -0.6051 -5.2382 0.7924 0.0 0.0 0.0
H 0.8838 -3.8655 -0.6120 0.0 0.0 0.0
C -2.0274 4.9197 -0.4361 0.1 0.1 0.1
Si -2.0996 3.1158 -0.9909 0.1 0.4 0.0
C -2.7656 3.1720 -2.7408 0.0 -0.2 -0.3
C -3.4014 2.3032 0.0759 0.0 -0.3 0.2
O -0.6065 2.4783 -0.8902 -0.2 -0.6 -0.3
H -3.0154 5.3882 -0.5413 0.2 0.0 0.0
H -1.3072 5.4850 -1.0401 -0.1 0.0 0.1
H -1.7249 4.9938 0.6166 0.0 0.0 -0.1
H -3.6396 3.8309 -2.8010 0.1 0.0 0.0
H -3.0600 2.1689 -3.0724 0.1 0.2 0.0
H -1.9993 3.5532 -3.4285 -0.1 0.0 0.0
H -4.2426 2.9885 0.2301 0.0 -0.1 0.0
H -2.9850 2.0308 1.0518 -0.1 0.0 -0.1
H -3.7825 1.3904 -0.3934 0.0 0.1 0.0

4.
58
Properties=species:S:1:pos:R:3:forces:R:3 method="wB97M-V/def2-TZVPD" homo_energy_ha=-0.297 smiles="O=C(CSc1nc2cc3c(cc2c(=O)n1CCC1=CCCCC1)OCO3)NCc1ccco1" homo_lumo_gap_ev=8.651 relative_energy_ev=2.219
O -0.8465 3.9792 2.4392 -0.1 0.5 -0.2
C -0.4098 2.8778 2.6869 0.3 -0.3 0.4
N -1.1544 1.7595 2.7872 -0.4 -0.2 0.2
H -0.6496 0.8787 2.7633 0.1 0.3 0.0
C -2.5506 1.7213 2.3894 -0.1 0.0 0.1
C -2.7375 0.7921 1.2366 0.4 0.6 -0.5
C -2.3036 0.8623 -0.0547 -0.3 0.1 0.6
C -2.6992 -0.3484 -0.6731 -0.2 -0.4 0.3
C -3.3441 -1.0615 0.2884 0.2 -0.1 -0.8
O -3.3674 -0.3841 1.4472 -0.2 0.0 0.5
H -3.8216 -2.0208 0.2724 -0.1 -0.1 0.1
H -2.5265 -0.6425 -1.6879 0.0 -0.1 -0.2
H -1.7856 1.6833 -0.5044 0.2 0.2 -0.1
H -3.1621 1.3761 3.2290 0.0 0.1 -0.1
H -2.8344 2.7446 2.1268 0.0 -0.2 0.1
C 1.0686 2.6280 2.9810 0.1 -0.2 -0.5
H 1.2306 1.7360 3.5816 0.0 0.1 0.1
H 1.4940 3.5083 3.4624 -0.1 -0.1 0.0
S 2.0328 2.4577 1.4479 0.2 0.5 0.1
C 1.6067 0.8457 0.9000 -0.5 -0.2 0.8
N 0.7810 0.1568 1.6147 0.4 0.3 0.1
C 0.3836 -1.0708 1.1647 0.2 -0.5 -0.7
C 0.8708 -1.5865 -0.0471 -0.2 0.1 0.3
C 0.4254 -2.8212 -0.5489 -0.3 -0.3 0.1
C -0.4950 -3.4972 0.1974 0.1 0.4 0.3
C -0.9636 -2.9948 1.4260 0.3 0.0 -0.4
C -0.5431 -1.7988 1.9343 -0.1 -0.4 -0.1
H -0.9072 -1.4233 2.8751 -0.1 0.1 0.1
O -1.8557 -3.8733 1.9585 0.2 0.5 0.2
C -1.9489 -4.9459 1.0440 -0.7 -1.1 0.1
O -1.0988 -4.6980 -0.0523 0.2 0.2 -0.3
H -1.6488 -5.8811 1.5426 0.0 0.3 -0.1
H -2.9887 -5.0411 0.6926 0.2 0.1 0.1
H 0.8128 -3.1916 -1.4827 0.1 -0.1 -0.1
C 1.8772 -0.8415 -0.7909 -0.1 -0.2 0.2
O 2.4377 -1.2402 -1.7886 0.0 -0.1 -0.2
N 2.1899 0.4177 -0.2485 -0.1 -0.3 -0.1
C 3.1641 1.2260 -0.9597 0.3 0.5 -0.3
H 3.8168 1.7090 -0.2274 0.0 -0.1 -0.1
H 3.7426 0.5313 -1.5738 0.0 0.2 0.2
C 2.5160 2.2807 -1.8689 0.1 -0.3 0.0
C 1.6591 1.6412 -2.9317 0.0 0.2 0.1
C 2.1886 1.1481 -4.0423 0.0 0.1 -0.1
C 1.4125 0.4293 -5.1000 -0.1 -0.2 0.1
C 0.0344 0.0186 -4.5916 0.0 0.2 -0.2
C -0.6168 1.2016 -3.8859 0.0 -0.2 0.2
C 0.1875 1.5508 -2.6379 -0.1 0.0 -0.3
H 0.0210 0.7815 -1.8754 -0.1 0.0 0.1
H -0.1567 2.5035 -2.2236 0.0 0.0 0.1
H -0.6331 2.0599 -4.5610 -0.1 0.1 0.0
H -1.6479 0.9702 -3.6108 0.0 0.1 0.0
H 0.1463 -0.8051 -3.8834 0.0 -0.1 0.0
H -0.5868 -0.3249 -5.4211 0.0 -0.1 0.0
H 1.3107 1.0809 -5.9752 0.0 -0.1 -0.1
H 1.9747 -0.4520 -5.4169 0.0 0.0 -0.1
H 3.2505 1.2488 -4.2233 0.2 0.1 0.1
H 3.3279 2.8451 -2.3302 0.0 0.1 0.0
H 1.9237 2.9687 -1.2637 0.0 0.1 -0.1

For the records above, the corresponding total energy values read -53322.49941; -62332.94009; -67910.15040; -50837.30317 eV.
For the records above, the corresponding max |F| values read 2.3; 8.6; 2.1; 1.3 eV/A.